{
  "formula": "C44H62Cl3MoN2O2P3SSi",
  "method": "ωB97M-V/def2-TZVPD",
  "gap_ev": [6.80, 5.28],
  "multiplicity": 3,
  "total_charge": 2,
  "e_homo_ev": [-12.30, -12.29],
  "symbols": ["Mo", "C", "C", "C", "P", "C", "C", "C", "C", "C", "C", "C", "C", "C", "Si", "C", "C", "C", "C", "C", "C", "P", "C", "C", "C", "C", "C", "C", "C", "C", "C", "C", "C", "C", "P", "C", "C", "C", "C", "C", "C", "H", "H", "H", "H", "H", "H", "H", "H", "H", "H", "H", "H", "H", "H", "H", "H", "H", "H", "H", "H", "H", "H", "H", "H", "H", "H", "H", "H", "H", "H", "H", "H", "H", "H", "H", "H", "H", "H", "H", "H", "H", "H", "H", "H", "H", "H", "H", "H", "H", "H", "H", "H", "H", "H", "C", "C", "C", "C", "N", "C", "S", "N", "C", "H", "H", "H", "H", "H", "H", "H", "H", "Cl", "C", "Cl", "Cl", "C", "O", "O"],
  "coordinates": [[-0.1279, -0.2251, -1.4548], [1.1673, -2.6666, -5.3780], [1.5977, -1.4311, -4.5858], [0.8719, -0.1403, -4.9780], [1.6762, -1.6734, -2.7203], [3.5489, -1.6236, -2.6384], [4.0530, -0.1789, -2.7236], [4.1629, -2.3793, -1.4707], [-1.1999, -1.4212, -2.8288], [-1.8220, -1.9974, -3.9358], [-2.6147, -3.1080, -3.6819], [-2.8832, -3.5337, -2.3704], [-2.3485, -2.8676, -1.2817], [-1.4469, -1.8547, -1.5852], [-0.3441, -1.1537, 0.7970], [-2.0116, -0.4612, 1.3508], [-2.5392, -0.9254, 2.5547], [-3.6720, -0.3622, 3.1285], [-4.2826, 0.7112, 2.5070], [-3.8072, 1.1615, 1.2786], [-2.7065, 0.5710, 0.6705], [-2.3429, 0.9239, -1.0922], [-3.9583, 0.7201, -1.9975], [-4.6509, -0.6303, -1.8986], [-4.9802, 1.8146, -1.6484], [-2.0019, 2.6609, -1.6738], [-0.7610, 2.5765, -2.5962], [-1.9716, 3.7681, -0.6241], [0.1966, -2.5185, 1.9980], [0.8270, -4.9929, 2.2527], [1.1234, -5.1380, 3.7178], [1.2828, -4.0988, 4.5697], [1.3148, -2.7192, 4.2441], [0.9509, -2.0507, 3.0456], [1.4486, -0.3316, 2.7052], [3.3265, -0.3153, 2.8346], [4.0054, -1.2172, 3.8693], [3.9941, -0.6144, 1.4859], [0.9735, 0.8691, 4.0458], [-0.5340, 1.0714, 4.1073], [1.5309, 0.6295, 5.4492], [1.1713, -2.4255, -6.4430], [0.1733, -3.0180, -5.1084], [1.8671, -3.4911, -5.2286], [2.6434, -1.2530, -4.8335], [-0.1912, -0.1549, -4.7633], [0.9955, 0.0244, -6.0512], [1.3137, 0.7216, -4.4681], [3.8405, -2.1416, -3.5534], [3.8698, 0.3617, -1.8004], [3.5807, 0.3773, -3.5378], [5.1282, -0.1811, -2.9128], [3.6109, -2.2041, -0.5520], [5.1939, -2.0562, -1.3120], [4.1941, -3.4478, -1.6932], [-1.6973, -1.6524, -4.9543], [-3.0654, -3.6359, -4.5143], [-3.5682, -4.3578, -2.2096], [-2.6525, -3.1169, -0.2724], [-2.0345, -1.7333, 3.0761], [-4.0507, -0.7419, 4.0692], [-5.1456, 1.1853, 2.9567], [-4.3187, 1.9798, 0.7923], [-3.6279, 0.8648, -3.0325], [-4.7317, -0.9666, -0.8613], [-4.1452, -1.3817, -2.4812], [-5.6656, -0.5353, -2.2933], [-5.5919, 1.5046, -0.8018], [-5.6520, 1.9399, -2.4984], [-4.5548, 2.7935, -1.4268], [-2.8408, 2.8733, -2.3309], [-0.1082, 3.4325, -2.4770], [-1.0458, 2.4981, -3.6443], [-0.1319, 1.6855, -2.4035], [-1.2607, 3.5692, 0.1702], [-2.9565, 3.8951, -0.1695], [-1.7083, 4.7162, -1.0987], [0.4303, -5.9634, 1.9342], [1.1590, -6.1471, 4.1130], [1.4807, -4.3398, 5.6092], [1.6805, -2.0860, 5.0366], [3.5139, 0.7213, 3.1229], [3.7535, -2.2647, 3.7148], [3.7913, -0.9543, 4.9027], [5.0839, -1.1195, 3.7270], [4.2594, -1.6720, 1.4497], [4.9211, -0.0475, 1.3797], [3.3617, -0.3876, 0.6331], [1.4238, 1.7936, 3.6674], [-1.0206, 0.1802, 4.5060], [-0.9616, 1.2964, 3.1304], [-0.7684, 1.9023, 4.7767], [1.0379, -0.2100, 5.9406], [1.3293, 1.5160, 6.0537], [2.6079, 0.4729, 5.4611], [3.4018, -4.9908, 1.8860], [2.0212, -4.6984, 1.3909], [-0.3193, -3.9406, 1.9863], [-0.9839, -4.3993, 0.7243], [-0.4154, -4.3417, -0.4236], [0.8518, -4.0067, -0.7084], [1.2701, -3.7718, -2.4203], [1.9165, -4.2800, 0.1423], [-2.2807, -5.1271, 0.8741], [3.5707, -4.5313, 2.8597], [4.1673, -4.6434, 1.1900], [3.5328, -6.0696, 2.0211], [-1.0405, -4.0603, 2.8023], [2.8015, -4.1826, -0.3358], [-2.1284, -5.9876, 1.5391], [-2.6441, -5.4912, -0.0832], [-3.0408, -4.5016, 1.3549], [2.0038, 4.0215, -1.0759], [1.9234, 2.9512, 0.3365], [3.5652, 2.6388, 0.8601], [1.0369, 3.7423, 1.6356], [1.1873, 1.6571, -0.1284], [1.7778, 0.7817, -0.8103], [-0.0426, 1.5350, 0.0866]],
  "atomic_forces_ev_per_a": [[-0.248, -0.574, 0.716], [-0.010, 0.047, 0.002], [-0.188, -0.117, -0.046], [0.078, -0.027, 0.063], [0.260, 0.383, 0.251], [-0.098, -0.031, 0.084], [-0.039, -0.028, -0.100], [0.059, -0.056, -0.082], [0.149, 0.489, 0.257], [-0.148, -0.152, -0.034], [0.036, 0.006, -0.097], [-0.112, 0.148, 0.078], [-0.362, 0.202, -0.354], [0.383, -0.055, 0.475], [0.217, 1.115, -1.198], [0.000, -0.266, 0.326], [-0.095, 0.020, -0.001], [-0.035, -0.024, 0.037], [-0.013, -0.029, 0.036], [0.004, 0.006, 0.118], [-0.168, 0.179, 0.006], [0.055, -0.179, -0.013], [0.077, -0.121, 0.093], [-0.079, 0.064, 0.082], [-0.042, 0.057, -0.035], [0.183, 0.017, 0.135], [-0.248, -0.060, 0.039], [-0.002, 0.020, -0.059], [-0.369, -0.435, -0.127], [-0.315, 0.195, -0.063], [-0.031, -0.025, 0.037], [0.042, 0.067, -0.049], [-0.070, -0.146, 0.106], [-0.018, -0.040, 0.116], [0.018, 0.179, 0.164], [-0.058, -0.062, -0.309], [-0.046, 0.151, 0.145], [-0.083, 0.029, 0.032], [-0.063, -0.139, 0.000], [-0.038, 0.087, -0.011], [0.075, 0.041, -0.035], [-0.007, -0.027, 0.028], [0.019, 0.031, -0.013], [0.008, -0.024, -0.015], [0.071, -0.047, 0.003], [-0.071, -0.022, 0.051], [0.025, -0.030, 0.038], [-0.047, -0.016, -0.009], [0.073, -0.051, -0.040], [-0.033, 0.033, 0.077], [0.020, -0.007, 0.044], [-0.033, -0.028, -0.020], [-0.022, 0.055, 0.159], [-0.042, 0.000, 0.041], [-0.015, -0.059, 0.060], [0.022, 0.029, 0.008], [-0.032, 0.002, 0.057], [-0.018, 0.000, -0.065], [-0.056, 0.145, -0.267], [-0.014, 0.064, 0.054], [-0.027, 0.010, -0.028], [0.021, 0.006, 0.000], [0.033, -0.011, 0.043], [-0.014, 0.023, -0.035], [-0.002, 0.002, -0.029], [0.133, -0.213, -0.063], [0.043, -0.006, 0.026], [0.003, 0.000, -0.031], [-0.021, -0.007, 0.014], [-0.064, -0.034, 0.012], [-0.018, 0.030, -0.032], [0.046, 0.076, -0.019], [-0.027, -0.012, -0.002], [0.160, 0.348, -0.241], [0.032, -0.007, 0.018], [0.030, -0.006, -0.005], [-0.008, -0.014, 0.020], [0.094, -0.078, -0.135], [0.030, 0.053, -0.046], [0.008, 0.009, -0.047], [0.014, 0.099, 0.068], [0.009, 0.089, -0.118], [0.003, -0.068, -0.025], [-0.024, -0.097, -0.030], [-0.006, 0.002, 0.038], [-0.022, -0.069, -0.051], [-0.009, -0.062, 0.032], [-0.043, 0.127, -0.095], [0.041, -0.037, -0.111], [-0.047, 0.013, -0.007], [-0.015, 0.005, -0.018], [0.038, -0.043, -0.003], [0.009, -0.028, -0.007], [-0.014, -0.034, 0.004], [-0.076, 0.050, 0.035], [-0.079, 0.140, -0.133], [0.121, -0.311, 0.213], [0.182, 0.034, 0.204], [0.167, -0.414, 0.273], [0.781, -0.243, 0.106], [-0.351, -0.242, -0.043], [-0.052, -0.225, -0.071], [-0.166, 0.070, -0.143], [0.060, -0.129, 0.011], [-0.054, 0.018, -0.007], [-0.039, -0.007, 0.011], [-0.086, 0.015, 0.014], [0.064, 0.032, 0.046], [0.258, 0.162, -0.191], [0.011, 0.072, -0.029], [0.011, 0.027, 0.011], [0.103, -0.025, -0.015], [-0.053, 0.001, -0.013], [-0.132, -0.084, -0.135], [0.186, -0.307, 0.092], [-0.066, -0.060, 0.025], [-0.144, -0.005, -0.131], [0.132, 0.195, -0.003], [0.333, 0.186, -0.204]],
  "mulliken_spin": [0.010, 0.003, 0.005, 0.001, 0.028, 0.005, 0.000, 0.008, -0.014, 0.001, 0.003, 0.007, 0.026, 0.005, 0.036, 0.001, 0.013, 0.002, 0.000, 0.001, 0.000, 0.000, 0.000, 0.000, 0.000, -0.001, 0.003, 0.000, 0.371, 0.104, 0.395, -0.091, 0.433, -0.031, -0.009, -0.020, 0.030, 0.005, -0.004, -0.004, -0.002, 0.000, 0.000, 0.000, 0.001, 0.000, 0.001, -0.001, -0.002, 0.000, 0.000, 0.000, 0.002, 0.000, -0.001, 0.000, 0.000, 0.001, -0.020, 0.002, 0.000, 0.000, 0.000, 0.000, 0.000, 0.000, 0.000, 0.000, 0.000, 0.000, 0.000, 0.000, 0.000, -0.001, 0.000, 0.000, 0.000, 0.000, -0.001, 0.006, 0.017, -0.001, -0.019, -0.002, 0.001, -0.001, 0.000, 0.000, -0.001, 0.007, 0.000, 0.000, -0.001, 0.000, 0.000, -0.010, 0.232, -0.007, 0.099, 0.034, 0.359, 0.020, -0.061, -0.005, -0.006, 0.001, 0.021, -0.004, 0.012, 0.006, 0.000, 0.008, 0.000, 0.000, 0.000, 0.000, -0.002, -0.003, 0.000]
}



{
  "formula": "C13H26BrNO8S",
  "method": "ωB97M-V/def2-TZVPD",
  "gap_ev": 9.14,
  "total_charge": 0,
  "e_homo_ev": -8.83,
  "symbols": ["C", "C", "O", "C", "O", "C", "C", "N", "C", "O", "C", "C", "O", "C", "Br", "C", "C", "H", "H", "H", "H", "H", "H", "H", "H", "H", "H", "H", "H", "H", "H", "H", "H", "H", "H", "H", "H", "H", "H", "O", "S", "O", "O", "C", "C", "O", "H", "H", "H", "H"],
  "coordinates": [[0.3994, 2.8654, -1.5921], [1.4400, 1.9037, -2.1574], [2.3397, 1.3731, -1.1950], [1.7976, 0.5283, -0.2089], [2.8338, 0.1400, 0.6519], [3.9284, 1.0260, 0.8159], [1.1763, -0.7727, -0.8142], [1.5008, -1.9741, -0.0690], [2.7271, -2.6444, -0.4412], [3.5366, -2.9260, 0.6919], [3.1965, -3.9453, 1.5138], [2.1350, -4.9133, 1.0548], [3.7581, -4.0406, 2.5763], [-0.3428, -0.6409, -1.0418], [-1.0024, -2.2812, -1.8888], [-1.2153, -0.2929, 0.1590], [-1.2001, -1.2598, 1.3468], [-0.1160, 2.4797, -0.7130], [0.8485, 3.8364, -1.3701], [-0.3650, 3.0317, -2.3590], [2.0730, 2.4415, -2.8693], [0.9621, 1.0975, -2.7286], [1.0547, 1.0803, 0.3884], [4.5523, 0.5833, 1.5946], [3.6049, 2.0207, 1.1424], [4.5178, 1.1163, -0.1004], [1.6254, -0.8808, -1.8091], [1.4834, -1.8152, 0.9274], [3.3427, -2.0089, -1.0858], [2.5163, -3.5734, -0.9837], [2.3954, -5.3894, 0.1082], [1.1740, -4.4053, 0.9379], [2.0490, -5.6721, 1.8312], [-0.5380, 0.1048, -1.8135], [-0.9501, 0.7024, 0.5278], [-2.2419, -0.2075, -0.2105], [-2.0259, -1.0154, 2.0193], [-1.3063, -2.2980, 1.0257], [-0.2810, -1.1619, 1.9336], [-2.7753, 4.1143, -0.0766], [-3.4556, 2.9233, -0.4364], [-3.0088, 2.1235, -1.5196], [-5.0052, 3.2616, -0.6121], [-5.8067, 2.4339, 0.2455], [-4.9071, 2.1687, 1.4374], [-3.6118, 1.9815, 0.8460], [-6.0627, 1.5156, -0.2847], [-6.7086, 2.9797, 0.5069], [-5.1723, 1.2659, 1.9795], [-4.8697, 3.0202, 2.1185]],
  "atomic_forces_ev_per_a": [[-0.029, 0.074, -0.440], [-0.053, 0.180, -0.117], [-0.010, -0.108, -0.080], [0.108, 0.147, 0.207], [-0.004, -0.247, -0.306], [0.095, 0.125, 0.155], [-0.020, -0.086, -0.068], [-0.256, -0.108, 0.039], [0.195, 0.081, -0.302], [-0.091, 0.074, 0.006], [0.253, -0.117, 0.515], [-0.111, -0.126, 0.240], [-0.202, 0.031, -0.508], [0.048, 0.241, 0.092], [-0.002, -0.027, -0.045], [-0.342, -0.304, 0.196], [0.129, 0.133, -0.014], [0.057, 0.049, -0.021], [-0.036, -0.165, 0.206], [0.051, 0.007, 0.128], [-0.027, -0.105, 0.112], [0.047, 0.022, 0.121], [0.046, 0.046, -0.125], [-0.124, 0.010, -0.078], [0.004, -0.050, -0.073], [-0.127, 0.049, 0.093], [-0.016, -0.002, 0.115], [0.153, 0.091, 0.021], [-0.026, -0.057, 0.134], [-0.017, 0.094, 0.057], [-0.009, 0.062, 0.051], [0.088, -0.031, -0.110], [-0.014, 0.055, -0.117], [0.075, -0.015, 0.150], [0.026, 0.018, -0.155], [0.145, 0.024, 0.002], [0.037, -0.049, -0.039], [0.019, 0.086, 0.026], [-0.077, -0.080, -0.064], [0.036, 0.016, -0.104], [-0.137, -0.018, 0.111], [0.112, -0.016, 0.011], [0.065, 0.061, 0.087], [-0.064, -0.138, 0.007], [-0.070, 0.104, 0.090], [-0.044, -0.065, -0.122], [0.016, 0.001, 0.012], [0.028, 0.080, -0.054], [0.086, -0.047, -0.028], [-0.010, -0.002, -0.015]],
  "mulliken_charge": [-0.637, -0.464, -0.434, 0.464, -0.293, -0.865, -0.992, 0.174, -0.528, -0.411, 0.779, -0.869, -0.584, -0.335, -0.127, 0.064, -1.471, -0.046, 0.411, 0.311, 0.372, 0.292, 0.217, 0.282, 0.304, 0.301, 0.597, 0.284, 0.323, 0.297, 0.323, 0.219, 0.315, 0.273, -0.005, 0.482, 0.464, 0.279, 0.257, -0.590, 1.205, -0.497, -0.333, -0.380, -0.324, -0.296, 0.285, 0.311, 0.334, 0.264]
}



{
  "formula": "C5H6O",
  "method": "ωB97M-V/def2-TZVPD",
  "gap_ev": 10.44,
  "total_charge": 0,
  "e_homo_ev": -9.52,
  "symbols": ["O", "C", "C", "C", "C", "C", "H", "H", "H", "H", "H", "H"],
  "coordinates": [[2.3438, -1.2111, -0.1424], [1.2314, -0.9769, -0.5635], [0.1539, -0.6213, 0.4025], [0.5107, 0.8940, 0.3362], [-0.7332, 1.2509, 0.0331], [-1.2961, -0.1464, 0.0754], [1.0322, -0.7505, -1.6280], [0.2262, -1.2606, 1.2935], [1.4644, 1.4208, 0.2438], [-1.1793, 2.2217, -0.1316], [-1.7767, -0.5101, -0.8387], [-1.9774, -0.3103, 0.9196]],
  "atomic_forces_ev_per_a": [[-0.424, -0.374, -0.588], [0.238, -0.244, -0.056], [0.270, 0.178, 0.128], [-0.211, 0.287, 0.356], [-0.091, 0.220, 0.078], [-0.128, -0.039, -0.096], [0.059, -0.299, -0.125], [0.333, 0.717, 0.028], [-0.291, -0.272, 0.629], [-0.070, -0.033, -0.225], [0.207, -0.008, 0.057], [0.109, -0.133, -0.186]],
  "mulliken_charge": [-0.490, -0.188, 0.103, -0.608, -0.264, -0.630, 0.362, 0.402, 0.419, 0.376, 0.263, 0.255]
}



{
  "formula": "C2H6N2O2S",
  "method": "ωB97M-V/def2-TZVPD",
  "gap_ev": 8.97,
  "total_charge": 0,
  "e_homo_ev": -8.40,
  "symbols": ["N", "C", "N", "O", "H", "H", "H", "H", "O", "C", "S", "H", "H"],
  "coordinates": [[1.4195, -0.6212, -0.0624], [0.5745, 0.3223, -0.7268], [0.7557, 1.5957, -0.3104], [-0.2312, -0.0565, -1.5237], [2.2043, -0.0899, 0.3486], [1.8213, -1.4798, -0.4719], [1.4466, 1.7789, 0.4273], [0.1032, 2.3374, -0.4540], [-1.4816, -1.5961, -0.0024], [-1.7458, -0.6834, 0.9035], [-1.8996, 0.9874, 0.7899], [-0.9295, -1.3322, -0.7396], [-2.0374, -1.1628, 1.8220]],
  "atomic_forces_ev_per_a": [[1.514, 1.585, 0.616], [2.062, -1.073, 0.987], [1.923, 0.316, 0.753], [-1.083, -0.136, -1.822], [-0.572, -0.842, 0.008], [-1.116, 0.952, -0.352], [-0.733, -0.178, -0.684], [-0.497, -0.245, -0.364], [-0.574, -1.074, 1.711], [-0.789, 1.669, -0.606], [-0.225, -2.026, 0.475], [0.134, 1.184, -1.125], [-0.044, -0.133, 0.402]],
  "mulliken_charge": [-0.437, 0.567, -0.403, -0.613, 0.183, 0.246, 0.137, 0.281, -0.421, -0.016, -0.291, 0.428, 0.340]
}



Computed energy relative to the best compared isomer or geometry (same formula, charge and spin) (kJ/mol) in order:
510.1, 0.0, 211.5, 51.1